Formula: C34H91O17P
Source: the OMol25 dataset
Level of theory: ωB97M-V/def2-TZVPD

Maximum force, eV Å⁻¹: 1.503
HOMO-LUMO gap, hartree: 0.274
Total energy, eV: -80824.2122

The geometry in XYZ format:
```
143
Properties=species:S:1:pos:R:3:forces:R:3
C -0.96387 -2.69481 1.96786 0.01 0.26 -0.26
C -2.23357 -2.41345 1.15850 0.20 0.06 0.21
C -3.10099 -1.27988 1.71151 0.20 -0.29 0.41
C -2.41639 0.08099 1.83236 -0.07 -0.21 -0.59
C -2.07711 0.74980 0.49153 -0.52 0.25 0.66
C -1.31840 2.06263 0.73413 0.39 -0.23 -0.31
C 0.21980 1.95633 0.96283 -0.59 -0.23 0.10
C 0.80666 0.55146 0.93943 0.80 0.06 0.19
C 2.34375 0.60651 0.90087 -0.27 0.21 -0.30
C 2.87256 1.02534 -0.49182 0.27 -0.07 0.69
C 4.00298 0.12984 -1.03936 -0.50 -0.03 -0.03
C 3.48680 -0.74538 -2.19131 0.53 0.08 0.12
C 3.13369 -2.17226 -1.70977 0.37 0.17 -1.00
C 2.21947 -2.80235 -2.70037 -0.17 -0.48 0.04
C 0.94585 -2.52985 -2.99914 -0.22 0.01 -0.45
P -0.07276 -1.25908 -2.13762 0.04 -0.11 0.94
C -1.74785 -2.04086 -1.98593 0.32 -0.59 -1.26
C -0.31707 0.20331 -3.25770 -0.28 -0.70 -0.01
C -1.56946 0.98122 -2.79547 0.43 0.13 -0.23
C 0.55394 -3.46128 -4.11410 -0.91 1.05 0.58
O -0.50102 -3.45473 -4.67168 0.56 -0.63 -0.29
O 1.60306 -4.32022 -4.39773 0.12 0.11 0.07
C 2.64519 -3.95231 -3.57278 0.29 0.20 0.35
O 3.70694 -4.50593 -3.56547 -0.32 0.06 -0.23
H -1.16515 -2.73116 3.04124 -0.05 -0.16 0.02
H -0.52309 -3.63323 1.62749 0.03 -0.02 0.18
H -0.21452 -1.91897 1.81077 0.01 0.03 0.01
H -1.95426 -2.21305 0.12008 -0.18 0.06 1.08
H -2.82565 -3.33440 1.15344 -0.15 0.03 -0.13
H -4.02206 -1.21438 1.12425 0.02 0.18 -0.10
H -3.42058 -1.57924 2.71933 -0.04 0.01 -0.04
H -3.10164 0.75611 2.34093 0.08 0.05 0.19
H -1.51646 0.00637 2.44785 -0.02 -0.04 0.05
H -3.04253 1.01515 0.04100 0.02 -0.07 -0.14
H -1.59194 0.07628 -0.21696 0.21 0.01 0.51
H -1.78316 2.52125 1.60683 -0.03 0.14 -0.05
H -1.48772 2.74185 -0.10417 -0.09 -0.03 0.00
H 0.42876 2.37370 1.95112 0.24 0.16 -0.10
H 0.72573 2.56643 0.21272 0.02 0.07 0.05
H 0.55867 0.03452 1.85979 -0.33 -0.11 -0.03
H 0.48127 -0.03192 0.07527 -0.06 0.09 0.25
H 2.75950 -0.36337 1.18737 -0.05 -0.02 0.02
H 2.67453 1.33677 1.64539 0.11 -0.12 0.11
H 2.01970 0.99931 -1.17396 0.11 0.18 -0.12
H 3.23169 2.05367 -0.42879 -0.13 0.07 -0.18
H 4.86704 0.72321 -1.33714 -0.06 0.01 -0.19
H 4.35539 -0.54166 -0.25064 0.10 0.12 0.05
H 4.25516 -0.78557 -2.96951 -0.08 -0.29 -0.05
H 2.61236 -0.29129 -2.65830 -0.01 0.08 0.08
H 4.06499 -2.74104 -1.71144 -0.09 -0.14 0.38
H 2.68723 -2.16297 -0.71706 -0.10 0.06 0.03
H -2.47931 -1.32766 -1.61620 0.06 0.12 -0.11
H -2.07533 -2.46149 -2.93870 -0.16 0.16 -0.04
H -1.71341 -2.85994 -1.26574 0.31 0.02 -0.51
H -0.40043 -0.13470 -4.29095 0.00 0.24 -0.09
H 0.56283 0.83389 -3.14712 0.14 -0.09 -0.07
H -2.39936 0.77104 -3.46573 -0.15 0.03 0.11
H -1.85169 0.75343 -1.76810 -0.02 0.07 -0.48
H -1.34363 2.04762 -2.80629 -0.14 0.03 -0.12
C 4.37694 -1.82485 3.77099 -0.24 -0.28 0.04
O 3.06061 -2.23202 3.40758 0.17 0.26 0.11
H 4.57655 -0.86340 3.30232 -0.03 0.00 -0.04
H 4.45813 -1.71601 4.85662 0.15 0.07 -0.02
H 5.12019 -2.54776 3.42416 0.06 0.05 0.02
H 2.90044 -3.08886 3.81713 -0.07 -0.18 -0.29
C -0.19862 5.03395 -2.94813 -0.19 0.07 0.34
O -0.12562 4.20530 -1.79512 0.04 -0.07 -0.12
H 0.38603 4.58438 -3.74754 0.04 -0.08 0.08
H -1.23892 5.12476 -3.27283 0.05 0.13 -0.16
H 0.20394 6.02319 -2.71382 0.00 0.05 -0.23
H -0.65830 4.63206 -1.11423 -0.01 -0.06 0.08
C -1.92678 8.13964 -1.54422 -0.14 -0.01 0.29
O -1.80680 7.25202 -0.43458 0.24 -0.06 -0.12
H -1.34463 7.73638 -2.36899 0.02 -0.04 0.04
H -2.97154 8.22233 -1.85169 0.03 0.09 -0.07
H -1.54122 9.12831 -1.28398 -0.03 0.04 -0.13
H -2.33686 7.62104 0.27921 -0.16 -0.11 -0.01
C -2.75171 0.93356 5.43952 -0.04 0.04 -0.05
O -3.44887 1.74444 4.49703 -0.06 0.18 0.03
H -1.74987 0.77351 5.04778 0.01 0.04 -0.03
H -2.67952 1.43338 6.40873 0.04 -0.04 0.01
H -3.24832 -0.03239 5.56462 0.04 -0.01 0.02
H -4.33663 1.89534 4.83261 -0.03 0.01 -0.01
C 2.51839 -5.47478 1.45291 -0.11 0.08 0.11
O 2.47753 -5.26984 2.86485 0.06 0.05 0.02
H 3.48092 -5.11429 1.09864 0.04 0.02 0.04
H 2.42381 -6.53584 1.21056 0.01 0.00 -0.05
H 1.72371 -4.91625 0.95237 0.00 -0.03 -0.06
H 1.62717 -5.58629 3.17969 -0.04 -0.05 0.02
C 4.24386 -8.11527 -2.97106 -0.09 0.21 -0.11
O 3.32591 -7.34292 -3.72864 0.11 -0.08 0.07
H 3.83314 -9.11792 -2.87108 -0.02 -0.01 -0.01
H 5.21349 -8.18305 -3.47308 0.03 -0.06 0.07
H 4.38560 -7.69280 -1.97094 0.06 -0.07 0.02
H 3.69036 -6.45127 -3.81645 -0.16 -0.09 -0.03
C 2.06187 0.93898 4.51427 -0.13 -0.33 0.04
O 0.75671 0.51005 4.13906 -0.19 0.25 0.19
H 2.26280 1.89829 4.04336 -0.12 0.02 -0.04
H 2.13116 1.05208 5.60016 0.12 0.06 -0.02
H 2.78721 0.20458 4.16550 0.16 0.13 0.08
H 0.60522 -0.34071 4.56031 0.05 -0.09 -0.12
C -5.31117 6.78839 -0.48752 0.04 0.00 0.38
O -5.06090 7.93598 0.33619 0.17 0.02 -0.20
H -5.14063 7.07328 -1.52326 0.02 0.08 0.02
H -4.62382 5.98213 -0.21987 -0.03 -0.07 -0.13
H -6.34033 6.44823 -0.37438 0.06 -0.05 -0.10
H -5.21436 7.67012 1.24609 -0.02 0.00 0.05
C -1.05534 -5.73304 -1.51102 -0.29 -0.02 0.40
O -0.91894 -5.41140 -0.12300 0.19 -0.08 -0.15
H -0.15374 -5.40238 -2.01991 0.05 -0.06 0.04
H -1.17687 -6.81220 -1.63212 0.07 0.02 -0.25
H -1.91850 -5.21476 -1.93489 0.05 -0.05 -0.16
H -1.72045 -5.69413 0.32457 -0.10 0.15 0.05
C -1.75494 5.04861 3.20075 -0.24 -0.30 0.07
O -3.02801 4.53742 2.81207 -0.01 0.20 -0.01
H -1.60247 5.99215 2.68156 -0.02 0.01 -0.03
H -1.72560 5.22943 4.27934 0.10 0.05 -0.01
H -0.95435 4.36165 2.92202 0.10 0.09 0.01
H -3.15392 3.70012 3.27010 0.01 -0.16 0.06
C -9.29981 6.63616 -1.00153 0.02 -0.20 0.08
O -8.39350 5.55360 -0.80499 -0.14 0.10 -0.04
H -8.76536 7.41777 -1.53547 0.04 -0.01 0.00
H -10.16043 6.32374 -1.59796 -0.02 0.08 -0.02
H -9.64862 7.03517 -0.04574 -0.02 0.07 -0.04
H -8.86311 4.86129 -0.33340 0.04 -0.07 0.01
C 2.10542 5.07300 0.68251 -0.26 0.18 0.03
O 1.09232 5.48178 1.60357 0.16 -0.05 -0.05
H 2.71330 4.31675 1.17480 -0.02 0.00 0.04
H 1.65256 4.64337 -0.21274 0.16 -0.04 -0.05
H 2.74085 5.91896 0.40412 0.08 -0.06 -0.01
H 0.55455 6.14844 1.16543 -0.08 -0.01 -0.01
C 7.29740 -2.08263 -3.78650 -0.13 0.14 -0.11
O 7.03789 -0.70813 -4.06128 0.01 -0.12 0.10
H 7.92425 -2.12559 -2.89957 0.01 0.03 0.01
H 6.36988 -2.62893 -3.59126 0.04 -0.07 0.02
H 7.82667 -2.55650 -4.61697 0.01 -0.07 0.05
H 6.48501 -0.66881 -4.84540 0.00 0.07 -0.04
C 0.30474 -9.17366 0.05969 -0.13 0.22 0.04
O -0.50278 -8.71464 1.13902 0.05 -0.15 0.02
H 0.92387 -9.98842 0.42608 -0.02 0.00 0.06
H -0.31765 -9.54229 -0.76021 0.11 -0.03 -0.06
H 0.95087 -8.36829 -0.30039 0.06 -0.09 -0.12
H -1.03661 -7.99239 0.80100 0.02 0.11 0.05
```
Positions in Å, forces in eV/Å.